{
  "formula": "C23H75BrCl2IN2O21P",
  "method": "ωB97M-V/def2-TZVPD",
  "elements": ["C", "C", "C", "C", "C", "Cl", "C", "C", "C", "O", "C", "O", "C", "Cl", "C", "C", "O", "Br", "C", "N", "I", "C", "C", "C", "C", "C", "C", "C", "C", "C", "O", "C", "P", "N", "O", "O", "H", "H", "H", "H", "H", "H", "H", "H", "H", "H", "H", "H", "H", "H", "H", "H", "H", "H", "H", "H", "H", "H", "H", "H", "H", "H", "H", "H", "H", "H", "H", "H", "H", "H", "H", "H", "H", "H", "H", "H", "H", "H", "H", "H", "H", "O", "H", "H", "O", "H", "H", "O", "H", "H", "O", "H", "H", "O", "H", "H", "O", "H", "H", "O", "H", "H", "O", "H", "H", "O", "H", "H", "O", "H", "H", "O", "H", "H", "O", "H", "H", "O", "H", "H", "O", "H", "H", "O", "H", "H"],
  "coordinates": [[6.737844, -1.816569, 2.099307], [6.920169, -1.578100, 0.599084], [6.028875, -0.500568, -0.048621], [5.553628, 0.557933, 0.939941], [4.872044, -1.122712, -0.868349], [3.985415, -2.305030, 0.176554], [5.449931, -1.794712, -2.141344], [5.160398, -3.261217, -2.479311], [6.199690, -4.267142, -1.975637], [5.844905, -4.873269, -0.744462], [5.510990, -6.237950, -0.847140], [4.037171, -0.025200, -1.187827], [2.764382, -0.054285, -1.781628], [2.457194, -1.524462, -2.762809], [2.744946, 1.197966, -2.678288], [3.170533, 0.939590, -4.094112], [4.264572, 0.863313, -4.516004], [1.642739, 0.833608, -5.353724], [1.699065, 0.015196, -0.643458], [1.735848, 1.327434, 0.009328], [1.803936, 1.136815, 2.057462], [0.823559, 2.366475, -0.530280], [-0.123192, 3.141714, 0.377491], [-1.021162, 4.022795, -0.519416], [-2.319853, 3.313553, -0.901557], [-3.362007, 3.351764, 0.219875], [-4.569229, 2.460103, -0.085960], [-4.175814, 0.993530, 0.100930], [-5.239044, 0.024968, 0.631939], [-4.627093, -1.073340, 1.484673], [-4.131249, -2.111296, 0.638242], [-4.450335, -3.413251, 1.055938], [0.001005, -0.615678, -1.030467], [-0.698172, -0.234239, -2.348709], [-0.749943, -0.106083, 0.293584], [0.084084, -2.196752, -0.766107], [7.271104, -2.724789, 2.382126], [5.694393, -1.956629, 2.379321], [7.151791, -0.993437, 2.678660], [7.948729, -1.239384, 0.474305], [6.839177, -2.531021, 0.073590], [6.622093, 0.020862, -0.806118], [5.179416, 1.437374, 0.420737], [6.391288, 0.880291, 1.559724], [4.771685, 0.172555, 1.590704], [5.132468, -1.165940, -2.971423], [6.535086, -1.696867, -2.084312], [5.163574, -3.338332, -3.570125], [4.170636, -3.578500, -2.155623], [7.158992, -3.762142, -1.821844], [6.363269, -5.037408, -2.735283], [6.305784, -6.807470, -1.339714], [4.570746, -6.383033, -1.390878], [5.388066, -6.615050, 0.166243], [3.488707, 1.882503, -2.272687], [1.767546, 1.661684, -2.690506], [2.094759, -0.712243, 0.063518], [0.216757, 1.928508, -1.328009], [1.465608, 3.121104, -0.998641], [0.441993, 3.773125, 1.062621], [-0.756122, 2.455853, 0.941152], [-0.453263, 4.306608, -1.410300], [-1.262053, 4.948989, 0.007615], [-2.074061, 2.279136, -1.164096], [-2.760435, 3.806789, -1.772153], [-3.679829, 4.382922, 0.357865], [-2.891265, 3.023073, 1.150571], [-5.394540, 2.744983, 0.567072], [-4.845385, 2.635431, -1.129709], [-3.804149, 0.598921, -0.847545], [-3.335436, 0.966715, 0.798319], [-5.750223, -0.449693, -0.210899], [-5.980175, 0.568501, 1.225092], [-3.780530, -0.681571, 2.049372], [-5.360455, -1.478505, 2.190627], [-3.846774, -4.104982, 0.469364], [-4.236410, -3.569251, 2.121220], [-5.503823, -3.646046, 0.879555], [-0.126006, 0.265490, -3.016898], [-1.458421, -0.690448, 0.598408], [-0.292599, -2.476286, 0.075761], [-4.502810, 5.721524, 2.128681], [-5.060276, 5.557734, 2.904436], [-4.559542, 6.676753, 2.000290], [-1.444868, -1.703958, 3.179416], [-0.798812, -1.589174, 3.883020], [-0.990898, -2.285053, 2.539948], [-0.186584, -4.002376, 2.159437], [-0.967442, -4.504582, 2.420029], [0.133564, -4.496617, 1.391310], [1.217717, 2.227284, -8.507828], [1.621341, 1.853797, -7.715945], [1.459918, 1.622046, -9.215416], [-6.360658, -5.714168, 2.213455], [-6.654542, -6.631060, 2.226229], [-7.164789, -5.193351, 2.109199], [1.966398, 4.410409, -5.474309], [2.702198, 4.389058, -6.094341], [1.761258, 3.483535, -5.307854], [-6.944103, 4.853495, 0.987049], [-6.036741, 5.171944, 1.162410], [-7.128287, 5.110511, 0.078961], [-6.812366, 6.268539, 3.772060], [-7.601918, 6.314768, 3.222762], [-6.904079, 7.005099, 4.385894], [2.498245, -2.386860, 3.901087], [2.201885, -1.516621, 3.615012], [2.079534, -3.000621, 3.288062], [-4.139599, 8.338732, 0.471767], [-3.304245, 8.749203, 0.717472], [-4.285323, 8.602937, -0.441662], [-0.440755, -6.352827, 0.631324], [-1.205031, -6.875915, 0.901233], [-0.093599, -6.817132, -0.137013], [9.906336, -0.535002, 1.691374], [10.522709, 0.202845, 1.645989], [10.440838, -1.312315, 1.499878], [-3.911092, -7.737626, 2.565107], [-4.174723, -8.332255, 3.274361], [-4.266347, -6.879310, 2.830554], [-7.941571, -2.362289, 0.382639], [-7.138976, -1.837618, 0.480566], [-8.286283, -2.117350, -0.481591], [-7.861293, 9.016734, 3.491045], [-8.110941, 9.909848, 3.747456], [-7.800945, 9.040019, 2.530564]],
  "forces_ev_per_a": [[-0.20, -0.12, -0.10], [0.36, 0.15, 0.08], [-0.35, 0.02, 0.02], [0.17, 0.02, -0.02], [0.26, 0.09, 0.01], [-0.14, -0.04, 0.13], [-0.10, -0.20, -0.01], [0.11, -0.14, -0.23], [-0.05, 0.04, 0.10], [0.17, -0.01, 0.06], [-0.06, 0.13, 0.08], [0.07, -0.07, -0.27], [0.08, 0.33, 0.36], [-0.12, -0.09, -0.07], [-0.11, -0.01, -0.12], [0.26, 0.06, -0.11], [0.05, -0.10, 0.00], [-0.14, -0.08, 0.06], [0.15, -0.08, 0.17], [-0.24, -0.25, 0.18], [0.01, 0.24, -0.15], [0.28, 0.37, -0.09], [-0.16, 0.03, -0.27], [0.07, -0.07, 0.29], [0.08, 0.10, 0.14], [0.14, 0.00, -0.45], [0.50, -0.02, 0.13], [-0.04, -0.31, -0.26], [0.06, 0.30, 0.03], [-0.10, -0.29, -0.25], [0.26, 0.28, -0.11], [-0.03, -0.20, 0.18], [-0.21, 0.22, -0.37], [0.36, 0.08, 0.24], [0.02, -0.20, 0.08], [-0.15, -0.18, -0.07], [0.05, 0.02, 0.04], [0.00, 0.00, 0.01], [-0.02, 0.00, 0.04], [0.06, -0.09, -0.09], [-0.13, 0.03, -0.04], [0.01, -0.04, -0.05], [-0.14, -0.03, 0.01], [0.00, -0.04, 0.03], [-0.02, 0.01, 0.07], [0.07, 0.02, 0.01], [0.01, 0.10, 0.02], [-0.05, 0.08, -0.02], [0.01, 0.01, 0.05], [0.02, -0.01, -0.05], [-0.03, -0.06, 0.02], [-0.01, -0.03, -0.03], [0.01, -0.03, -0.07], [-0.02, -0.01, 0.01], [-0.15, 0.10, 0.14], [-0.05, 0.00, 0.01], [-0.16, -0.07, 0.02], [-0.03, -0.09, 0.08], [0.00, 0.01, -0.07], [0.04, -0.13, 0.14], [0.11, 0.01, 0.17], [-0.05, 0.05, -0.04], [0.00, 0.04, -0.01], [-0.15, -0.01, -0.17], [0.05, -0.17, -0.15], [0.03, 0.06, 0.10], [-0.13, 0.10, 0.14], [-0.12, -0.08, -0.07], [-0.35, 0.06, 0.09], [0.21, -0.02, 0.08], [0.07, 0.00, 0.05], [-0.17, 0.06, 0.05], [0.01, 0.02, 0.01], [-0.05, 0.04, 0.31], [0.01, -0.07, -0.02], [0.00, -0.01, -0.02], [0.03, 0.02, -0.06], [-0.03, 0.01, 0.02], [-0.16, -0.13, -0.18], [-0.18, 0.22, 0.07], [0.14, -0.12, 0.13], [-0.05, 0.00, 0.09], [-0.04, 0.19, 0.02], [0.02, 0.00, -0.11], [0.05, -0.10, -0.45], [0.01, 0.04, 0.01], [-0.11, 0.09, 0.50], [0.06, 0.22, -0.32], [0.05, 0.04, 0.10], [-0.04, -0.19, 0.10], [0.05, 0.00, -0.02], [-0.01, 0.02, -0.07], [-0.01, 0.01, 0.01], [0.01, -0.14, 0.11], [-0.02, 0.03, -0.09], [0.06, 0.05, -0.02], [0.10, 0.00, 0.14], [-0.05, 0.00, -0.04], [-0.07, 0.03, -0.11], [0.01, 0.20, -0.06], [-0.11, -0.09, 0.04], [0.01, -0.07, 0.00], [0.03, -0.05, 0.22], [0.09, -0.14, -0.10], [-0.02, 0.07, -0.12], [-0.06, 0.00, 0.06], [0.06, -0.01, -0.12], [-0.07, -0.02, 0.00], [0.00, 0.07, 0.09], [0.00, -0.03, -0.01], [-0.01, -0.06, 0.00], [-0.06, -0.19, -0.11], [-0.01, 0.04, 0.06], [0.03, 0.07, -0.01], [0.11, 0.04, -0.01], [-0.02, 0.00, 0.01], [-0.03, 0.00, 0.02], [-0.06, 0.13, 0.09], [0.09, -0.03, -0.01], [-0.04, 0.00, -0.13], [0.03, -0.05, 0.04], [-0.02, 0.01, -0.02], [0.00, -0.01, 0.01], [-0.05, 0.06, 0.02], [-0.02, -0.02, 0.00], [0.07, -0.02, 0.02]],
  "mulliken_charge": [-1.458, -0.074, -0.367, -1.558, 1.250, -0.127, -1.108, -0.707, -0.972, -0.247, -0.845, -0.680, 1.285, -0.126, -0.542, 0.080, -0.498, -0.246, 0.137, -0.412, -0.036, -0.370, -0.913, -1.288, -0.359, -0.375, -1.015, -0.144, -0.723, -0.730, -0.287, -0.863, 0.823, -0.751, 0.213, -0.425, 0.442, 0.323, 0.317, 0.380, -0.142, 0.450, 0.393, 0.490, 0.107, 0.302, 0.685, 0.316, 0.516, 0.341, 0.602, 0.345, 0.296, 0.254, 0.303, 0.319, 0.348, 0.092, 0.475, 0.445, 0.249, 0.474, 0.514, 0.058, 0.444, 0.304, 0.293, 0.509, 0.211, 0.232, -0.152, 0.456, 0.366, 0.340, 0.736, 0.347, 0.353, 0.243, 0.172, 0.055, 0.079, -0.575, 0.242, 0.289, -0.541, 0.273, 0.286, -0.549, 0.242, 0.278, -0.602, 0.272, 0.303, -0.584, 0.304, 0.288, -0.626, 0.323, 0.287, -0.643, 0.321, 0.332, -0.588, 0.302, 0.279, -0.620, 0.243, 0.306, -0.602, 0.302, 0.294, -0.569, 0.269, 0.279, -0.588, 0.288, 0.294, -0.641, 0.317, 0.326, -0.706, 0.362, 0.302, -0.596, 0.292, 0.312],
  "total_energy_ha": -6744.33080,
  "molar_mass_g_mol": 1024.53,
  "e_homo_ha": -0.3052,
  "spin_multiplicity": 1
}